(1)
59
Properties=species:S:1:pos:R:3:forces:R:3 method="wB97M-V/def2-TZVPD" relative_energy_kcal_mol=0.0 total_charge=0 homo_ev=-8.9
Bi -1.98235 0.25444 0.00142 -0.072 -0.531 0.654
C -3.07579 2.60266 2.07381 0.006 0.096 0.301
N -2.22373 1.46136 2.40454 -0.186 -0.342 0.302
C -2.89167 0.55867 3.38373 -0.392 0.732 0.096
C -0.85364 1.84907 2.79570 0.134 -0.343 -0.583
C 0.16154 0.91353 2.09663 -0.122 0.471 -0.341
N 0.07097 0.95876 0.60046 0.105 0.510 0.123
C 0.70772 2.00323 -0.04153 0.110 -0.113 0.384
C 0.87585 2.03282 -1.46334 -0.032 -0.219 -0.562
F -1.82421 1.51254 -1.66444 0.040 0.173 0.027
C 1.19970 3.23360 -2.08997 0.320 0.224 -0.048
F 1.12955 3.34061 -3.43769 -0.074 -0.384 0.083
C 1.67447 4.33737 -1.43847 0.105 0.517 -0.446
C 1.77402 4.21557 -0.08042 -0.238 0.006 0.658
F 2.23122 5.22719 0.65860 0.137 0.114 -0.158
C 1.30508 3.12004 0.60863 -0.229 -0.291 -0.062
F 1.40260 3.23369 1.94655 0.060 0.022 0.057
H -3.29717 3.22874 2.95501 0.102 -0.088 -0.131
H -2.55699 3.22169 1.33228 -0.292 -0.067 0.008
H -4.04278 2.24880 1.69067 0.258 0.087 -0.080
H -3.36237 1.15071 4.20286 0.275 -0.161 -0.437
H -3.68702 -0.02667 2.89950 0.306 0.160 0.051
H -2.18575 -0.12314 3.83822 0.191 -0.140 -0.162
H -0.67649 2.89007 2.51185 -0.144 -0.217 -0.103
H -0.69112 1.81183 3.87291 -0.155 -0.167 0.176
H 1.16123 1.14215 2.42354 0.359 0.190 -0.018
H 0.01200 -0.10295 2.39751 -0.307 -0.376 0.176
H 1.97192 5.24623 -1.95048 -0.121 -0.181 0.032
O -0.15114 -2.23157 3.35524 0.012 0.213 -0.286
S -1.04127 -2.59352 2.26689 0.201 -0.570 0.418
O -2.00938 -3.59883 2.60778 -0.062 0.458 -0.438
O -1.59241 -1.34682 1.65462 -0.220 -0.415 -0.350
C 0.03774 -3.32224 0.99940 -0.099 0.215 0.316
C 1.26941 -3.71974 1.49732 -0.041 0.224 -0.092
C 2.21492 -4.30927 0.67631 -0.089 -0.266 0.090
C 1.91546 -4.56565 -0.65218 0.179 -0.088 0.075
C 0.67749 -4.20818 -1.15068 -0.082 0.160 -0.547
C -0.24334 -3.55588 -0.34370 -0.456 0.045 -0.232
S -1.69793 -2.95722 -1.20479 -1.204 0.262 1.058
O -1.72198 -3.57114 -2.49244 0.332 -0.144 -0.572
O -2.87283 -3.12373 -0.37946 0.775 0.242 -0.279
O -1.36936 -1.46278 -1.37082 0.085 0.017 0.351
H 1.45371 -3.49436 2.53480 0.217 -0.151 0.112
H 3.15345 -4.62008 1.10807 0.197 0.043 -0.070
H 2.64047 -5.03373 -1.30532 0.003 -0.066 0.047
H 0.41284 -4.37831 -2.19814 0.114 0.012 0.419
C 2.40839 0.87099 -3.68617 -0.515 -0.012 0.041
P 1.07361 0.57014 -2.49622 -0.534 0.007 0.360
C -0.31846 0.13976 -3.54825 0.832 0.173 -0.563
C 1.64901 -0.78799 -1.45284 0.565 0.297 -0.417
H 2.65883 -0.08296 -4.12637 0.092 -0.340 -0.101
H 3.28057 1.29693 -3.23340 0.485 0.183 0.412
H 2.07188 1.53540 -4.46932 -0.113 0.080 -0.124
H 0.04405 -0.68025 -4.18253 -0.228 0.030 0.099
H -0.48920 1.02092 -4.17865 -0.127 -0.160 0.143
H -1.19472 -0.13987 -2.99577 -0.121 -0.056 -0.052
H 2.44419 -1.27395 -2.01403 0.080 -0.140 -0.036
H 0.90222 -1.51723 -1.21378 -0.495 -0.109 0.021
H 2.06700 -0.40142 -0.53362 0.071 0.176 0.197


(2)
55
Properties=species:S:1:pos:R:3:forces:R:3 method="wB97M-V/def2-TZVPD" relative_energy_kcal_mol=0.0 total_charge=+2 multiplicity=6 s2=8.782 homo_ev="-15.1 / -15.5"
Ir 0.53953 -0.94017 -0.15188 -0.041 0.577 0.326
C -0.27336 -1.81051 2.88540 -0.034 -0.099 0.030
O 0.74896 -1.18962 2.08025 -0.088 -0.346 -0.065
C 2.09005 -1.45767 2.51966 0.104 0.038 0.066
C 2.98134 -0.63537 1.63535 0.106 0.095 0.162
O 2.76245 -0.99450 0.24900 -0.236 -0.124 -0.062
C 3.47309 -2.17433 -0.19524 0.175 -0.008 -0.079
H -0.14632 -1.49748 3.92011 0.015 0.055 0.003
H -0.21175 -2.89649 2.81423 0.034 -0.003 -0.029
H -1.23335 -1.46411 2.51307 0.007 0.019 -0.026
H 2.29319 -2.52971 2.44495 -0.045 -0.019 0.025
H 2.20969 -1.14785 3.55893 -0.077 0.039 0.013
H 4.02935 -0.77271 1.89924 0.039 -0.038 -0.120
H 2.71374 0.41696 1.71725 0.023 -0.025 -0.031
H 4.52373 -2.07423 0.07020 0.002 0.043 0.006
H 3.37573 -2.21086 -1.27566 -0.029 0.015 -0.009
H 3.06453 -3.08008 0.25492 -0.029 0.027 0.035
Cl -2.01419 -4.61308 -6.01137 -0.039 -0.038 -0.001
C -1.16561 -3.67896 -4.89921 0.031 0.035 -0.024
C -0.33534 -2.64401 -5.34156 -0.027 -0.019 -0.011
C 0.37128 -1.90096 -4.43217 0.081 -0.013 0.063
Cl 1.38112 -0.64274 -4.92331 0.010 -0.005 -0.011
C 0.28191 -2.17151 -2.99582 0.029 -0.068 0.003
O 1.00706 -1.52232 -2.20834 0.109 0.086 -0.123
C -0.62847 -3.21629 -2.57917 0.028 0.225 0.073
C -0.85937 -3.53091 -1.18437 -0.005 -0.075 0.025
O -0.38657 -2.95843 -0.19926 -0.115 -0.005 0.073
C -1.30886 -3.95124 -3.51523 -0.063 -0.066 0.013
H -0.24883 -2.43457 -6.39935 -0.004 -0.006 -0.001
H -1.53125 -4.37628 -0.99386 0.022 -0.034 0.020
H -1.96744 -4.75351 -3.20255 -0.019 0.006 -0.055
C -2.45837 2.03687 2.93518 0.075 0.025 -0.041
C -1.59855 3.24565 2.57707 -0.238 0.095 0.081
C -0.95560 3.15568 1.17981 0.241 -0.464 -0.049
C -0.09205 4.39166 0.86916 -0.056 0.244 -0.139
C 0.59414 4.33086 -0.49255 -0.015 -0.070 0.080
C -2.07622 3.08082 0.14771 0.037 0.165 0.122
O -2.87140 3.95507 -0.01378 -0.042 -0.016 -0.026
N -2.18213 1.90721 -0.64455 -0.044 -0.084 -0.070
C -1.32543 0.88876 -0.56598 -0.321 0.255 -0.092
O -1.40163 -0.16532 -1.24393 -0.069 -0.132 -0.148
N -0.27949 0.92829 0.28354 0.583 -0.710 -0.054
C -0.01677 1.94359 1.19860 -0.251 0.502 0.054
O 0.91140 1.86286 1.95806 0.101 -0.118 -0.045
H -2.84662 2.13742 3.94691 -0.013 -0.014 -0.006
H -1.87900 1.10800 2.89911 -0.018 0.000 0.023
H -3.31681 1.93833 2.26653 0.005 -0.012 0.010
H -0.79928 3.37541 3.30611 0.048 0.005 -0.050
H -2.21222 4.14692 2.59299 0.040 0.037 -0.004
H 0.64324 4.49957 1.66590 -0.018 -0.064 0.030
H -0.75060 5.25997 0.90689 -0.014 0.000 0.056
H 1.25831 3.46496 -0.57207 0.009 0.019 -0.015
H 1.20420 5.21878 -0.64630 -0.011 0.000 -0.019
H -0.13240 4.28883 -1.30784 0.016 0.010 -0.001
H -2.95272 1.85338 -1.30078 -0.009 0.056 0.017


(3)
46
Properties=species:S:1:pos:R:3:forces:R:3 method="wB97M-V/def2-TZVPD" relative_energy_kcal_mol=36.1 total_charge=0 smiles="C=CCN(CC=C)Cc1c(C)[nH]c2c(C)c(C)ccc2c1=O" homo_ev=-8.0
C 1.62791 1.09818 -4.70220 0.048 -0.032 -0.153
C 1.64647 0.83927 -3.40827 -0.129 0.049 0.099
C 0.71212 1.43831 -2.40604 -0.059 -0.049 0.010
N 1.44395 1.91171 -1.23947 -0.070 0.125 -0.235
C 2.24542 3.08617 -1.56945 0.021 -0.172 -0.077
C 3.21683 3.40611 -0.46948 -0.091 0.179 -0.032
C 4.33126 2.72709 -0.27014 0.094 0.056 0.071
H 5.00900 2.95921 0.53403 0.090 0.082 0.170
H 4.61130 1.90794 -0.91200 0.022 -0.198 -0.193
H 2.95691 4.22918 0.18280 0.065 0.083 0.136
H 2.79781 2.84417 -2.48220 -0.060 0.147 0.052
H 1.60522 3.96186 -1.77449 0.033 -0.062 -0.062
C 0.54807 2.17722 -0.11688 -0.007 -0.070 0.061
C -0.12221 0.92441 0.37755 -0.010 0.180 -0.013
C 0.59696 -0.12542 0.85514 -0.065 0.204 -0.082
N -0.01780 -1.25459 1.30179 0.316 -0.346 0.147
C -1.37972 -1.41634 1.30651 -0.613 0.221 -0.110
C -2.17569 -0.36940 0.82519 -0.068 -0.227 0.083
C -3.56234 -0.52633 0.82458 0.064 -0.060 0.029
C -4.12912 -1.68569 1.29026 -0.028 0.154 -0.067
C -3.34108 -2.73567 1.77333 0.190 0.103 -0.036
C -1.95860 -2.60787 1.78365 -0.002 -0.073 0.032
C -1.05375 -3.69966 2.28870 -0.151 0.155 -0.073
H -0.37902 -4.03619 1.49980 0.104 -0.081 -0.004
H -1.62256 -4.55855 2.62506 0.031 -0.081 0.036
H -0.45624 -3.34611 3.13064 0.100 -0.051 0.070
C -4.02190 -3.97832 2.26963 0.050 0.017 -0.006
H -3.71293 -4.84888 1.69214 -0.014 -0.109 0.027
H -5.10002 -3.87690 2.17856 -0.051 -0.028 0.009
H -3.78541 -4.16010 3.31739 -0.016 -0.096 0.059
H -5.20338 -1.79675 1.28713 -0.108 -0.018 0.002
H -4.16142 0.28917 0.44993 -0.040 0.080 -0.036
C -1.57608 0.87573 0.32436 0.147 -0.053 0.067
O -2.26148 1.79890 -0.10574 -0.037 -0.026 -0.024
H 0.55731 -2.00729 1.64908 -0.056 0.150 -0.079
C 2.08940 -0.11347 0.94029 -0.010 -0.016 0.083
H 2.49042 -1.12533 0.94402 0.052 -0.085 0.018
H 2.40641 0.38727 1.85543 0.038 0.010 0.083
H 2.49340 0.44063 0.09705 0.045 -0.034 0.020
H 1.15042 2.61280 0.68578 -0.045 0.052 -0.026
H -0.24390 2.89260 -0.39046 0.141 -0.030 0.090
H 0.02341 0.65952 -2.06123 -0.013 0.092 -0.060
H 0.10994 2.23816 -2.86886 -0.025 -0.059 0.020
H 2.36721 0.14782 -2.99179 0.135 -0.130 -0.001
H 2.30989 0.62854 -5.39084 0.140 -0.135 -0.079
H 0.91764 1.78685 -5.13030 -0.157 0.185 -0.027